# 1
{
  "formula": "C73H173N11O17",
  "method": "wB97M-V/def2-TZVPD",
  "symbols": ["C", "O", "N", "N", "H", "H", "H", "H", "C", "O", "N", "N", "H", "H", "H", "H", "C", "C", "C", "C", "C", "C", "N", "O", "C", "C", "C", "H", "H", "H", "H", "H", "H", "H", "H", "H", "H", "H", "H", "H", "H", "H", "H", "H", "H", "H", "C", "C", "C", "C", "C", "C", "N", "O", "C", "C", "C", "H", "H", "H", "H", "H", "H", "H", "H", "H", "H", "H", "H", "H", "H", "H", "H", "H", "H", "H", "C", "C", "C", "C", "C", "C", "N", "O", "C", "C", "C", "H", "H", "H", "H", "H", "H", "H", "H", "H", "H", "H", "H", "H", "H", "H", "H", "H", "H", "H", "C", "C", "C", "C", "C", "C", "N", "O", "C", "C", "C", "H", "H", "H", "H", "H", "H", "H", "H", "H", "H", "H", "H", "H", "H", "H", "H", "H", "H", "H", "C", "C", "C", "C", "C", "C", "N", "O", "C", "C", "C", "H", "H", "H", "H", "H", "H", "H", "H", "H", "H", "H", "H", "H", "H", "H", "H", "H", "H", "H", "C", "C", "C", "C", "C", "C", "N", "O", "C", "C", "C", "H", "H", "H", "H", "H", "H", "H", "H", "H", "H", "H", "H", "H", "H", "H", "H", "H", "H", "H", "C", "C", "C", "C", "C", "C", "N", "O", "C", "C", "C", "H", "H", "H", "H", "H", "H", "H", "H", "H", "H", "H", "H", "H", "H", "H", "H", "H", "H", "H", "C", "O", "H", "H", "H", "H", "C", "O", "H", "H", "H", "H", "C", "O", "H", "H", "H", "H", "C", "O", "H", "H", "H", "H", "C", "O", "H", "H", "H", "H", "C", "O", "H", "H", "H", "H", "C", "O", "H", "H", "H", "H", "C", "O", "H", "H", "H", "H"],
  "positions_angstrom": [[5.532, -3.952, -1.435], [5.424, -5.015, -2.097], [5.431, -2.737, -2.035], [5.884, -3.878, -0.054], [5.413, -2.723, -3.071], [5.930, -1.990, -1.569], [5.742, -4.855, 0.193], [5.440, -3.235, 0.624], [-1.586, -0.761, 3.736], [-0.479, -0.762, 4.356], [-2.762, -1.280, 4.248], [-1.688, -0.287, 2.477], [-3.564, -0.866, 3.808], [-2.897, -1.526, 5.206], [-2.565, -0.125, 2.019], [-0.813, -0.278, 1.869], [-1.084, 4.654, -4.829], [0.341, 4.162, -5.329], [1.299, 4.352, -4.173], [2.647, 3.771, -4.522], [2.481, 2.261, -4.868], [1.463, 1.913, -5.936], [0.276, 2.710, -5.625], [-0.771, 2.491, -6.606], [2.100, 2.215, -7.298], [0.996, 0.462, -5.822], [0.692, 5.111, -6.490], [-1.025, 5.666, -4.474], [-1.275, 4.143, -3.902], [-1.859, 4.570, -5.565], [1.450, 5.414, -3.892], [0.773, 3.703, -3.359], [3.127, 3.676, -3.571], [3.271, 4.281, -5.211], [2.083, 1.809, -3.890], [3.419, 1.729, -5.031], [2.679, 3.116, -7.320], [2.695, 1.312, -7.554], [1.386, 2.192, -8.121], [1.873, -0.200, -5.630], [0.442, 0.361, -4.916], [0.362, 0.085, -6.631], [1.055, 4.707, -7.417], [1.525, 5.702, -6.105], [-0.180, 5.671, -6.725], [-0.332, 2.638, -7.501], [0.644, -9.822, 2.570], [1.889, -9.078, 2.247], [2.847, -10.052, 1.588], [4.002, -9.304, 0.873], [3.488, -8.204, -0.100], [2.573, -7.153, 0.599], [1.462, -8.039, 1.311], [0.580, -7.150, 1.874], [3.360, -6.177, 1.403], [1.830, -6.389, -0.441], [2.540, -8.615, 3.553], [-0.003, -9.169, 3.123], [0.885, -10.686, 3.204], [0.160, -10.149, 1.664], [3.278, -10.726, 2.331], [2.145, -10.599, 0.976], [4.566, -10.028, 0.331], [4.645, -8.867, 1.618], [2.962, -8.649, -1.035], [4.305, -7.704, -0.604], [4.138, -6.571, 2.064], [3.800, -5.388, 0.729], [2.720, -5.505, 2.004], [1.325, -5.614, 0.104], [2.585, -5.994, -1.114], [1.204, -7.064, -1.084], [3.636, -8.512, 3.572], [2.334, -9.350, 4.381], [2.200, -7.594, 3.833], [1.019, -6.730, 2.594], [4.496, 7.691, 2.937], [3.299, 6.638, 2.609], [1.956, 7.362, 2.453], [1.855, 8.138, 1.146], [2.055, 7.180, -0.014], [3.399, 6.411, 0.097], [3.555, 5.749, 1.436], [4.755, 5.092, 1.624], [3.490, 5.334, -0.981], [4.631, 7.382, -0.163], [3.152, 5.782, 3.829], [4.283, 8.657, 2.517], [5.503, 7.451, 2.593], [4.632, 7.792, 4.014], [1.163, 6.675, 2.364], [1.719, 7.963, 3.299], [2.567, 8.941, 1.106], [0.858, 8.647, 0.992], [2.038, 7.623, -1.049], [1.246, 6.421, 0.049], [2.672, 4.607, -0.774], [3.473, 5.609, -2.034], [4.406, 4.788, -0.711], [4.621, 8.332, 0.311], [5.531, 6.788, -0.071], [4.691, 7.710, -1.191], [2.611, 6.360, 4.569], [4.096, 5.441, 4.232], [2.545, 4.893, 3.566], [4.476, 4.153, 1.573], [-4.082, -4.298, -2.930], [-3.238, -4.449, -1.693], [-2.537, -3.133, -1.558], [-1.849, -2.948, -0.226], [-2.912, -3.200, 0.854], [-3.682, -4.554, 0.824], [-4.214, -4.677, -0.600], [-4.773, -5.984, -0.732], [-2.848, -5.782, 1.294], [-4.831, -4.297, 1.684], [-2.214, -5.653, -1.780], [-3.580, -3.573, -3.575], [-5.070, -3.875, -2.739], [-4.198, -5.279, -3.433], [-1.832, -2.966, -2.381], [-3.266, -2.298, -1.543], [-1.363, -1.996, -0.156], [-1.066, -3.708, -0.016], [-3.664, -2.394, 0.816], [-2.541, -3.121, 1.920], [-3.261, -6.746, 1.003], [-1.805, -5.887, 0.991], [-2.960, -5.788, 2.379], [-5.550, -5.063, 1.993], [-4.479, -3.884, 2.577], [-5.501, -3.487, 1.280], [-1.533, -5.646, -0.895], [-1.595, -5.562, -2.655], [-2.684, -6.639, -1.807], [-5.580, -5.837, -1.188], [2.792, 2.003, 0.989], [1.343, 1.351, 0.745], [1.023, 1.017, -0.711], [1.866, -0.049, -1.282], [1.714, -1.336, -0.544], [1.989, -1.171, 0.978], [1.134, -0.017, 1.428], [1.394, 0.159, 2.797], [1.321, -2.430, 1.656], [3.523, -1.099, 1.327], [0.316, 2.328, 1.334], [2.907, 1.821, 2.058], [2.827, 3.082, 0.775], [3.523, 1.440, 0.400], [-0.030, 0.668, -0.786], [1.087, 1.893, -1.408], [2.887, 0.198, -1.210], [1.709, -0.171, -2.357], [2.373, -2.089, -1.008], [0.672, -1.593, -0.557], [1.673, -3.322, 1.121], [1.610, -2.394, 2.683], [0.210, -2.399, 1.697], [3.616, -0.886, 2.411], [3.818, -2.167, 1.061], [3.976, -0.337, 0.711], [0.593, 2.565, 2.384], [-0.699, 1.992, 1.444], [0.363, 3.214, 0.706], [0.612, -0.085, 3.269], [-3.946, 7.367, 3.592], [-3.724, 6.573, 4.859], [-4.371, 5.202, 4.978], [-3.762, 4.133, 4.066], [-2.360, 3.943, 4.406], [-1.523, 5.228, 4.298], [-2.284, 6.226, 5.167], [-1.520, 7.496, 4.970], [-0.145, 4.999, 4.962], [-1.308, 5.647, 2.889], [-4.166, 7.419, 6.118], [-3.695, 6.730, 2.759], [-3.297, 8.247, 3.656], [-4.988, 7.607, 3.537], [-4.173, 5.007, 6.072], [-5.471, 5.254, 4.831], [-3.866, 4.526, 3.051], [-4.393, 3.293, 4.111], [-1.907, 3.239, 3.705], [-2.043, 3.542, 5.392], [-0.323, 4.798, 6.032], [0.445, 4.184, 4.674], [0.536, 5.818, 4.839], [-1.053, 6.686, 2.977], [-0.515, 5.066, 2.499], [-2.139, 5.528, 2.207], [-5.180, 7.187, 6.525], [-4.134, 8.482, 5.915], [-3.489, 7.122, 6.932], [-1.448, 7.710, 5.913], [-5.299, 3.970, -2.866], [-5.962, 2.640, -2.850], [-5.609, 1.671, -4.019], [-4.180, 1.111, -4.010], [-3.815, 0.525, -2.588], [-4.246, 1.325, -1.381], [-5.654, 1.831, -1.611], [-6.090, 2.645, -0.504], [-4.298, 0.275, -0.203], [-3.197, 2.342, -1.011], [-7.541, 2.814, -2.822], [-4.307, 3.931, -3.339], [-5.351, 4.412, -1.861], [-5.977, 4.579, -3.437], [-6.385, 0.858, -3.992], [-5.845, 2.103, -5.043], [-3.412, 1.850, -4.278], [-4.143, 0.346, -4.821], [-2.759, 0.277, -2.445], [-4.338, -0.405, -2.494], [-4.306, 0.716, 0.797], [-5.244, -0.281, -0.246], [-3.403, -0.366, -0.298], [-3.431, 2.907, -0.113], [-2.228, 1.974, -0.824], [-3.126, 3.096, -1.822], [-8.024, 1.833, -2.706], [-7.928, 3.297, -3.694], [-7.872, 3.436, -1.995], [-6.984, 2.309, -0.307], [3.632, -7.384, -3.856], [3.438, -6.023, -3.998], [4.022, -7.809, -4.767], [4.366, -7.677, -3.082], [2.671, -7.925, -3.807], [4.011, -5.489, -3.386], [-0.719, -4.030, 4.111], [-0.032, -3.418, 5.207], [-1.639, -3.487, 3.959], [-0.178, -4.050, 3.189], [-1.053, -4.990, 4.434], [-0.056, -2.448, 5.012], [5.767, -2.145, -6.078], [4.858, -1.983, -4.926], [6.128, -3.228, -6.108], [5.172, -1.906, -6.949], [6.560, -1.503, -5.963], [4.061, -2.521, -5.150], [-5.672, 6.279, 0.313], [-5.521, 5.081, 1.066], [-5.309, 6.045, -0.679], [-6.698, 6.673, 0.196], [-5.044, 7.016, 0.846], [-5.599, 4.328, 0.520], [0.951, -3.923, -3.368], [0.956, -2.591, -3.824], [0.185, -4.528, -3.819], [1.886, -4.422, -3.544], [0.761, -3.872, -2.276], [1.790, -2.400, -4.271], [3.566, -4.817, 5.036], [2.362, -4.228, 4.517], [3.274, -5.534, 5.838], [4.201, -5.205, 4.227], [4.181, -4.054, 5.547], [1.773, -4.073, 5.258], [-2.104, 0.155, 7.811], [-2.905, -0.896, 7.329], [-2.490, 0.609, 8.743], [-1.056, -0.013, 7.884], [-2.085, 0.974, 7.127], [-2.463, -1.703, 7.561], [2.194, -4.269, -6.913], [3.174, -3.914, -5.860], [1.920, -3.318, -7.373], [2.701, -5.010, -7.549], [1.355, -4.622, -6.385], [3.225, -4.630, -5.220]],
  "homo_lumo_gap_ev": 8.8,
  "max_force_ev_per_a": 4.103
}

# 2
{
  "formula": "C5H11NO2",
  "method": "wB97M-V/def2-TZVPD",
  "symbols": ["C", "C", "N", "C", "H", "H", "H", "H", "H", "H", "H", "C", "O", "C", "O", "H", "H", "H", "H"],
  "positions_angstrom": [[1.599, -1.101, 0.868], [1.173, 0.109, 1.213], [0.862, 1.158, 0.369], [1.269, 1.143, -1.016], [1.824, -1.385, -0.147], [1.737, -1.856, 1.620], [0.967, 0.330, 2.252], [0.933, 2.069, 0.801], [0.950, 0.213, -1.479], [2.355, 1.236, -1.142], [0.784, 1.967, -1.533], [-1.740, -1.299, -0.857], [-1.867, 0.115, -0.732], [-1.889, 0.593, 0.502], [-1.857, -0.039, 1.516], [-1.363, -1.489, -1.857], [-1.056, -1.683, -0.103], [-2.713, -1.772, -0.727], [-1.967, 1.692, 0.450]],
  "homo_lumo_gap_ev": 9.1,
  "max_force_ev_per_a": 0.791
}

# 3
{
  "formula": "C4H8NOS",
  "method": "wB97M-V/def2-TZVPD",
  "symbols": ["C", "C", "C", "S", "N", "C", "O", "H", "H", "H", "H", "H", "H", "H", "H"],
  "positions_angstrom": [[1.061, 0.800, -0.816], [0.437, 0.353, 0.437], [-1.094, 0.912, 0.567], [-1.322, 2.606, 0.847], [0.345, -1.201, 0.506], [-0.552, -1.996, -0.303], [-0.396, -3.192, -0.159], [0.843, 1.922, -1.257], [2.076, 1.139, -0.626], [0.945, 0.079, -1.674], [0.974, 0.764, 1.332], [-1.483, 0.174, 1.396], [-1.716, 0.680, -0.310], [0.941, -1.673, 1.095], [-1.060, -1.366, -1.034]],
  "total_charge": -1,
  "homo_lumo_gap_ev": 6.2,
  "max_force_ev_per_a": 6.001
}

Sequential DFT total energy output: -4766.149352 -402.312487 -685.382935 a.u.
Sequential energy above the lowest of the compared OMol25 structures with the same formula, charge and spin output: 328.03 172.38 192.05 kJ/mol